No. 1
Here is 6 unconnected molecules or ions with the total composition C25H64NO5P from OMol25. Energies are from ωB97M-V/def2-TZVPD.

Output
DFT total energy: -47976.7599 eV
gap between HOMO and LUMO: 8.87 eV
HOMO energy: -8.14 eV
max |F|: 1.0 eV/A

```
96
C25H64NO5P, DFT ωB97M-V/def2-TZVPD
P -1.70861 -1.88927 3.10101
O 5.78415 6.08908 3.12566
O -3.15467 -1.11078 -1.89902
O -7.30042 -4.65912 -0.07913
O 0.60156 -0.55377 -4.27534
O 1.83730 1.53000 1.03002
N -2.17036 -0.85519 1.75814
C -3.77877 -0.60432 -4.22912
C 7.66236 6.00934 1.53341
C 6.70259 6.84745 2.36118
C 0.52717 -3.19161 0.94247
C 1.98631 -0.32304 -4.08987
C 2.88315 -1.20185 -4.94475
C 7.19003 5.89993 5.14074
C 0.38704 3.23134 0.01449
C -2.39891 0.07194 -1.69312
C -0.30237 -4.14161 1.82662
C 6.34499 5.20986 4.08354
C 0.38175 -2.29965 -2.55390
C -6.11559 -4.08340 -0.59660
C 3.70503 3.08574 1.42544
C 3.04935 2.05667 0.52131
C 2.01107 -3.12698 1.37459
C 0.14174 -1.86301 -3.98675
C -3.21578 1.23364 -1.15327
C -5.45944 -3.07128 0.32644
C -1.64283 -3.60438 2.39825
C -8.84464 -2.96407 -0.98320
C 0.79973 2.46603 1.25899
C -4.21891 -0.99244 -2.82838
C -8.35312 -3.75881 0.21485
C 2.39742 -1.91005 2.23579
H -3.06195 -1.32711 -4.61933
H 0.28439 -4.50822 2.66316
H 5.49506 4.72358 4.56225
H -8.06635 -3.08673 1.03150
H -2.77368 -1.38358 1.13189
H 2.89797 2.46642 -0.48416
H 0.52973 -3.61476 -0.05846
H -4.97399 -0.29310 -2.45183
H 1.44442 -2.35880 -2.31095
H 2.77614 -2.25924 -4.70031
H -3.30821 0.37891 -4.25585
H 0.08418 -2.20542 0.85307
H -2.42514 -3.73304 1.65315
H -0.05457 -3.28344 -2.38066
H 3.92784 -0.93035 -4.78999
H -1.35917 -0.60737 1.19643
H 2.64441 -1.07659 -6.00166
H -8.07062 -2.31134 -1.38914
H -6.30399 -3.63873 -1.58106
H 7.25411 7.54435 3.00229
H -9.16266 -4.38274 0.59322
H -5.43720 -4.92136 -0.75836
H -1.62902 -0.19769 -0.96898
H -0.45218 3.88975 0.24170
H 2.25170 -0.41586 -3.03023
H 1.19725 3.84868 -0.37529
H -0.07565 -1.59109 -1.86475
H -0.93067 -1.83512 -4.17763
H -6.09886 -2.20642 0.50883
H -9.16823 -3.63558 -1.77959
H 7.11072 5.34634 0.86554
H 0.56856 -2.58742 -4.68996
H 8.30061 6.65705 0.93193
H 2.13854 0.72212 -4.35995
H -4.69104 -1.97550 -2.85630
H 3.08510 3.97314 1.55616
H 1.07448 3.15817 2.06228
H -1.91864 -4.25110 3.22613
H 6.60382 6.65764 5.66204
H 0.08700 2.54091 -0.77409
H 2.62668 -3.12501 0.48031
H -3.99385 1.54533 -1.85166
H -4.53148 -2.70626 -0.11973
H 2.22775 -4.03003 1.93299
H 3.36982 -1.54327 1.91566
H 4.65579 3.40903 1.00084
H 6.91864 4.41910 3.58630
H -9.68808 -2.33665 -0.69362
H -4.64129 -0.57839 -4.89562
H 7.54243 5.17057 5.87057
H -1.87395 0.35400 -2.61305
H 3.89030 2.66256 2.41360
H 1.70805 -1.08136 2.13230
H -0.04305 1.87840 1.62641
H 8.31105 5.39209 2.15613
H 3.70911 1.19506 0.41233
H -3.69774 0.95736 -0.21390
H 6.08654 7.45392 1.69722
H 2.50993 -2.19562 3.27600
H -5.23314 -3.52497 1.29306
H 8.06551 6.38965 4.71292
H -2.57251 2.09222 -0.97298
H -0.53889 -5.02289 1.23488
H -0.33018 -1.59060 3.17550
```

These are the Mulliken partial charges, in e, on atoms 1 to 5: atom 1 (P): -0.0898, atom 2 (O): -0.4171, atom 3 (O): -0.0991, atom 4 (O): -0.4462, atom 5 (O): -0.4213

***

No. 2
Here is 12 unconnected molecules or ions with the total composition C25H65N24O12 from OMol25. Energies are from ωB97M-V/def2-TZVPD.

Output
DFT total energy: -87311.0182 eV
2S+1: 2
gap between HOMO and LUMO (spin up / spin down): 8.19 / 8.36 eV
HOMO energy (spin up / spin down): -8.25 / -8.43 eV
max |F|: 6.4 eV/A

```
126
C25H65N24O12, DFT ωB97M-V/def2-TZVPD
O 0.35878 2.51148 0.88552
O -4.00302 -0.93602 0.20320
O 1.09924 -1.97885 -2.02713
O 7.22850 2.89327 -1.16868
O 4.39698 -8.13379 -0.64352
O 4.33998 -3.20929 0.72757
O -6.96408 -4.97246 1.57070
O -0.96408 7.67101 -1.63970
O 9.50479 -4.00189 -1.88924
O -4.46720 -4.92298 -2.69930
O -0.19112 2.09858 6.72068
O 3.49698 2.69915 -3.77619
N -0.91629 -1.52880 -2.93299
N -0.22971 9.28957 -3.02773
N 3.83886 0.94372 -2.40249
N -3.66114 -2.69145 1.57689
N 2.24818 2.47233 -1.91213
N 8.04784 -5.44504 -2.82748
N 2.04021 1.89977 6.46125
N 0.90080 0.37208 7.67587
N -5.25182 -1.16284 2.06725
N -2.45136 -5.77085 -2.14886
N 4.73886 -9.88923 0.73017
N 4.28922 -5.31241 -0.08482
N -3.66147 -4.63861 -0.61229
N 9.00375 2.08968 -2.30377
N -5.30660 4.53044 0.79140
N 0.85854 -0.21337 -3.40944
N -7.34831 -5.13442 -0.64551
N 7.34882 -4.00958 -1.22804
N -1.34831 7.50905 -3.85591
N -0.34255 3.44955 1.54642
N -6.22971 -3.35391 0.18267
N 3.14818 -8.36062 1.22053
N 6.94018 2.00504 -3.22134
N 2.93937 -3.72652 -0.96247
C 0.84810 1.49653 6.93823
C 0.39371 -1.28601 -2.74265
C -3.58488 -5.09917 -1.87454
C -5.56308 1.90544 0.21013
C 4.11337 -8.75364 0.36896
C 3.21337 2.07931 -2.76370
C 3.88615 -4.02871 -0.05496
C -3.01405 3.11660 0.14037
C -2.25559 4.56214 0.06070
C 7.69350 2.36424 -2.16551
C -7.84366 3.25145 0.92328
C -2.21144 3.89646 3.39048
C -0.47644 6.09844 1.40349
C -0.74579 4.61472 0.68003
C 8.37500 -4.45558 -1.97590
C -2.47649 2.09685 1.30332
C -4.28663 -1.55587 1.21568
C -4.66360 3.24895 0.38508
C -0.80012 1.66783 3.29672
C -7.20192 1.78087 0.44712
C -0.85459 8.12652 -2.76677
C -6.77859 4.47978 1.01725
C -1.47936 2.86722 2.34905
C -6.85459 -4.51695 0.44363
C 0.30180 4.59755 -0.62402
H -7.26216 -4.76559 -1.57765
H -2.15610 4.82453 -1.09978
H -3.33287 1.59397 1.93500
H 0.15914 9.79290 -2.24230
H -0.73035 6.10346 2.54568
H 2.90103 1.40911 6.63601
H 0.70320 6.26529 1.33178
H -2.93862 -4.77958 0.07321
H -1.82737 6.63072 -3.71322
H 7.54274 -3.26588 -0.57182
H 2.64783 -7.51223 0.99394
H 7.11914 -5.82426 -2.90488
H 7.31581 1.56859 -4.04642
H -0.42017 0.75558 2.66909
H -1.31442 -2.32439 -2.45356
H -4.98830 0.91045 -0.09655
H 5.47276 -10.22711 0.12309
H -4.49426 -4.12667 -0.35573
H -2.85356 5.46635 0.52887
H -7.26504 5.51844 1.35637
H 0.10430 5.61815 -1.19281
H 2.00858 1.96710 -1.07570
H -5.49142 -1.66807 2.90369
H 2.56022 -4.39609 -1.61075
H -6.13539 -2.97181 -0.74329
H -1.58609 4.05498 4.38521
H 1.74783 3.32071 -2.13872
H -7.82850 0.80115 0.32269
H 2.05439 2.74037 5.90032
H -3.88904 -3.20811 2.40964
H 3.92019 -5.99369 -0.72667
H 0.02057 3.74502 -1.39002
H 3.61096 0.42706 -1.56974
H 0.28353 0.36265 -4.00093
H 8.78425 -5.81513 -3.41245
H -1.50445 -0.96260 -3.52107
H 9.61296 2.34044 -1.53733
H -2.92724 -3.02934 0.96981
H 4.51096 -10.40589 1.56292
H 5.94814 2.18999 -3.16694
H -2.90402 2.60378 -0.92950
H 4.99990 -5.59031 0.57786
H -3.23377 3.38182 3.72905
H 0.03090 0.02724 8.05755
H 2.90858 -8.86585 2.05697
H -2.54435 4.92503 2.89500
H -1.70590 1.26442 3.95410
H -5.84086 -2.85058 0.96810
H -1.71958 -5.92034 -1.47470
H -1.26216 7.87789 -4.78805
H -0.13539 9.67167 -3.95369
H -0.01853 2.10007 4.05574
H -0.96526 6.97921 0.79649
H -5.75217 -0.31446 1.84066
H 1.43421 4.57799 -0.29073
H -2.34512 -6.13761 -3.08456
H 1.83766 0.01180 -3.29961
H 1.75321 -0.12985 7.85976
H -1.93568 1.19795 0.73343
H 6.41494 -4.37826 -1.29349
H -7.82737 -6.01275 -0.50282
H 4.57276 0.60584 -3.00957
H 9.39468 1.65400 -3.12208
H -9.00781 3.36790 1.15940
H 2.60250 -2.77390 -0.98081
```

These are the Mulliken partial charges, in e, on atoms 1 to 5: atom 1 (O): -0.5292, atom 2 (O): -0.7455, atom 3 (O): -0.7356, atom 4 (O): -0.6572, atom 5 (O): -0.6607